Computed, not measured: a cluster of 3 separate species, C35H49N3O11S4 in total at a distorted geometry, with wB97M-V/def2-TZVPD.

Each line ends with the Mulliken charge.
Positions of all 102 atoms, in Å:
S 0.25872 -3.75206 3.48894  1.140
S 0.24246 -0.74874 -1.81969  -0.139
S -4.90493 2.63431 -1.90126  1.062
S 0.57523 6.60811 -0.93490  -0.096
O -9.02268 3.30884 -5.90964  -0.420
O 6.70082 -2.39373 4.31273  -0.535
O 4.58823 -6.97832 4.50886  -0.432
O -4.46744 3.94572 -1.20755  -0.600
O -6.28846 2.93577 -2.58145  -0.583
O 6.91714 -0.32509 3.11252  -0.465
O 1.32660 -3.73347 4.65296  -0.614
O 5.12010 0.14146 -2.53007  -0.561
O -5.25396 1.49514 -0.64254  -0.497
O 3.54783 6.62882 -0.16773  -0.278
O -0.23669 -5.22255 3.20396  -0.632
N -1.16479 -1.78443 0.94499  -0.158
N 3.28989 6.39689 -2.42600  -0.248
N 4.68685 6.38523 -2.22577  -0.262
C 4.84403 -6.35747 5.77623  -0.408
C -3.65883 1.91470 -3.10168  -0.644
C 3.67367 -0.17732 -2.29793  -0.087
C 3.41170 -1.80549 -2.27859  -0.766
C -2.46805 2.93891 -3.56820  -0.152
C 1.09272 -3.17231 1.90404  0.252
C -0.00625 2.61930 -2.35329  -0.364
C 6.02562 -2.34123 0.54249  -0.401
C -8.76689 3.92969 -4.64227  -0.114
C 2.44771 6.53256 -1.17616  0.370
C 2.74171 -7.39256 5.93125  -0.545
C 6.88898 -1.80742 3.09764  0.384
C -10.86921 2.89460 -4.48724  -0.527
C -0.70287 2.07508 -0.93431  0.497
C 1.18622 -1.85474 -0.57768  0.238
C -10.37140 2.82081 -5.91413  -0.433
C 2.73651 -2.31785 -0.83617  -0.007
C 3.23952 -7.46635 4.50437  -0.131
C -1.50222 4.69449 -0.02094  -0.589
C -2.07823 0.71281 1.80973  -0.448
C 0.06974 5.21673 0.21177  -0.491
C -2.12403 2.33275 1.50836  -1.070
C 0.28937 -2.24779 0.77844  -0.511
C -1.14412 -2.64894 4.07727  -0.774
C -1.43475 3.05022 0.16383  0.646
C 3.53332 -3.22850 0.28139  0.052
C 2.67772 -3.63927 1.64465  -0.644
C 7.10022 -2.72558 1.71891  -0.404
C -1.28606 -0.27645 0.71813  -0.237
C -0.97210 2.24263 -3.66615  -0.434
C 4.90797 6.56956 -0.73665  0.023
C -10.10281 4.07398 -3.94648  -0.538
C 5.11803 -3.64336 0.01952  -0.683
C -0.64074 0.46527 -0.63534  0.197
C 3.50810 -6.21318 6.47202  -0.245
H -2.09448 -2.95436 3.43508  0.302
H 5.44828 -4.62503 0.56752  0.501
H -8.09402 3.27450 -4.07894  0.089
H -10.95896 3.46933 -6.57310  0.269
H 3.38402 0.27133 -1.24798  0.312
H -8.26890 4.89119 -4.79715  0.280
H -1.11404 1.07982 -3.75915  0.166
H 0.76427 4.28572 -0.06439  0.176
H -2.57021 0.20419 2.75817  0.292
H 3.02293 -5.28093 6.15962  0.000
H 6.13898 -0.00812 3.68794  0.363
H 0.15633 3.77766 -2.36675  0.214
H 1.65669 -7.28008 5.99889  0.325
H 5.29096 -1.52765 1.01322  0.309
H -2.12811 5.09444 0.89926  0.403
H -4.27594 1.62099 -4.08058  0.404
H -10.39419 1.80361 -6.31473  0.260
H -2.68397 3.01177 2.31146  0.186
H -1.95216 5.04351 -1.04297  0.298
H -2.79519 3.46277 -4.58915  0.436
H 4.33931 -2.44293 -2.59903  0.259
H -0.48931 2.60309 -4.68722  0.382
H -10.01780 4.08118 -2.85687  0.327
H -10.58359 1.98581 -3.94425  0.259
H 3.21672 -8.48355 4.10377  0.303
H -5.05506 1.92172 0.25939  0.353
H -1.66908 -2.26281 0.15286  0.401
H 1.03830 2.08922 -2.56741  0.009
H 6.61521 -1.82416 -0.34057  0.310
H 5.35573 -3.71466 -1.14848  0.216
H 2.55601 -2.00249 -3.08588  0.340
H 2.65196 -6.81783 3.84540  -0.022
H -3.25213 0.88499 -2.67998  0.281
H 3.01678 0.30528 -3.16951  0.098
H 5.96859 6.63840 -0.24498  0.335
H 3.59312 -6.20598 7.56162  0.357
H -11.95423 3.00708 -4.41961  0.327
H 5.34202 -5.39597 5.62135  0.243
H 3.02733 -8.30136 6.47425  0.280
H 7.07384 -3.85614 2.05921  0.244
H -10.58799 5.00623 -4.25888  0.269
H -1.30946 -2.85425 5.24173  0.406
H -2.38589 3.79916 -2.77787  -0.159
H 0.29709 5.42674 1.36110  0.426
H 5.51689 -7.01266 6.33956  0.296
H 5.32351 0.82110 -1.79503  0.356
H -0.92172 -1.49205 4.00069  0.192
H 3.27095 -4.28653 2.44722  0.304
H 8.21139 -2.54151 1.32599  0.328

As for the LUMO energy: -1.001 eV. Its SMILES is CS(=O)(=O)c1cc(CCCC(=O)O)c(CCO)c2c1Nc1ccc(CCSc3nnco3)c(CCCCS(=O)(=O)O)c1S2.C1CCOC1.C1CCOC1. The calculation puts the HOMO-LUMO gap at 0.2885 hartree. The highest occupied orbital energy is -8.851 eV. As for the net charge: 0. The value obtained for the energy above the lowest of the compared OMol25 structures with the same formula, charge and spin is 712.7 kcal per mole.

---

Computed, not measured: a structure of composition C29H40F6FeIN3O5S3Si at a distorted geometry, with wB97M-V/def2-TZVPD.

Each line ends with the Mulliken charge.
Positions of all 89 atoms, in Å:
I 1.01084 6.37946 1.08845  0.140
Fe -0.51923 0.21663 -0.87585  3.694
S 2.83211 -1.05404 -0.45441  -0.084
S -1.88052 -1.25647 -3.66211  0.916
S -3.59037 0.62882 -2.67117  0.973
Si -1.59763 -0.72146 1.52929  -0.450
F -0.86783 0.51890 -5.46766  -0.219
F -3.76687 3.24027 -2.77559  -0.227
F 0.58184 -0.88283 -4.70283  -0.230
F -5.04007 2.31336 -4.25698  -0.192
F -0.15195 0.69640 -3.43307  -0.345
F -2.89669 2.33421 -4.51985  -0.185
O -1.40118 -1.35199 -2.29390  -1.093
O -1.94483 -2.45265 -4.40649  -0.631
O -4.77413 0.28892 -1.97165  -0.680
O -2.48402 1.06814 -1.81732  -0.468
O 1.56390 -0.40998 -0.95448  -1.179
N -0.17866 2.55516 -0.34397  -0.059
N -1.21515 3.30023 -0.73742  0.114
N -3.15013 -0.35520 -3.80082  -0.546
C -3.78503 1.16469 1.50671  -1.600
C -3.88544 2.21736 -3.63696  0.599
C 0.66380 3.37820 0.26457  -0.475
C 4.84591 0.11288 1.04302  -0.470
C 5.59999 -2.48521 -3.02351  -0.671
C 3.75694 1.55895 -0.55274  -0.470
C 4.23799 -0.93174 -4.25439  -0.891
C 3.88402 0.33041 0.07059  0.848
C 0.14916 -3.00734 1.21860  -2.068
C -4.48524 -1.16852 1.18981  -1.950
C -1.06266 4.58594 -0.39738  -0.220
C -2.05362 -3.24447 0.13615  -1.687
C -0.76347 1.56581 3.18630  -2.003
C -0.50870 -0.18597 -4.41238  0.654
C -0.34810 0.12203 2.89173  2.741
C 1.06214 0.17787 2.29269  -1.699
C 4.63051 2.58054 -0.22354  -0.714
C 4.84758 -2.24965 -1.88609  -0.359
C 0.14903 4.67749 0.25940  -1.082
C -1.34434 -2.73499 1.38771  2.432
C 5.61128 2.36869 0.73342  -0.539
C -1.84546 -3.50327 2.60556  -1.777
C 5.71200 1.14319 1.37408  -0.677
C 3.48020 -0.69064 -3.12122  -0.158
C -0.28304 -0.64346 4.21365  -1.903
C 3.79867 -1.35021 -1.95037  0.776
C 5.29812 -1.82299 -4.20398  -0.511
C -3.79917 -0.43703 3.45557  -1.813
C -3.53278 -0.26991 1.96420  2.510
H -5.50807 -0.84966 1.39079  0.603
H 0.70805 -2.75023 2.11214  0.301
H 4.54853 3.53561 -0.71940  0.492
H -1.72065 1.62010 3.69504  0.400
H 1.58935 3.02905 0.67641  0.616
H -3.66610 1.24271 0.42825  0.197
H -1.97830 2.85237 -1.23071  -0.080
H -1.60004 -4.55517 2.47078  0.562
H 1.04532 0.67338 1.32251  -0.392
H -2.92174 -3.43331 2.71941  0.327
H -4.85710 -0.26695 3.65207  0.573
H 4.92699 -0.84943 1.52705  0.476
H -0.81481 2.15089 2.27143  0.176
H -3.12539 -3.10066 0.18014  0.369
H -0.02594 2.02873 3.84157  0.576
H -1.68078 -2.75009 -0.75513  0.021
H -4.33187 -1.08692 0.11589  0.285
H -3.24044 0.27018 4.05850  0.301
H -3.56116 -1.44357 3.78678  0.329
H 0.41514 -0.14041 4.88163  0.550
H -3.13595 1.88372 1.99355  0.271
H -4.81288 1.43556 1.74348  0.555
H -1.87856 -4.31422 0.03661  0.537
H 6.46749 0.99014 2.13117  0.445
H -1.37355 -3.17424 3.52498  0.323
H -4.40962 -2.20363 1.50678  0.409
H 3.99664 -0.42153 -5.17311  0.455
H 6.41950 -3.18478 -2.98853  0.424
H -1.79281 5.33406 -0.62010  0.529
H 0.29372 -4.07146 1.03979  0.656
H 1.48144 -0.81275 2.16560  0.261
H 0.07251 -1.65904 4.07338  0.385
H 2.64810 -0.00398 -3.14094  0.254
H 6.29628 3.16433 0.98305  0.423
H 2.98306 1.69963 -1.29175  0.397
H 5.06940 -2.74822 -0.95478  0.458
H 1.72138 0.73604 2.95475  0.672
H 0.55186 -2.46046 0.36827  0.047
H 5.88869 -2.00220 -5.08932  0.410
H -1.24744 -0.67812 4.70861  0.338

As for the LUMO energy (spin up / spin down): -2.446 / -4.898 eV. The calculation puts the HOMO-LUMO gap (spin up / spin down) at 0.3199 / 0.2485 hartree. The highest occupied orbital energy (spin up / spin down) is -11.151 / -11.660 eV. As for the multiplicity: 6. As for the net charge: +1. The value obtained for the energy above the lowest of the compared OMol25 structures with the same formula, charge and spin is 17.0 kcal per mole.

---

Computed, not measured: an isolated molecule of C3H4N4O at a distorted geometry, with wB97M-V/def2-TZVPD.

Each line ends with the Mulliken charge.
Positions of all 12 atoms, in Å:
O -2.09750 -0.42985 0.01032  -0.151
N 1.75501 0.80408 -0.12463  -0.417
N 2.54779 -0.35414 -0.09246  -0.470
N -1.12784 -1.37308 -0.12940  -0.248
N -1.81908 1.02844 -0.04397  -0.334
C 0.11071 -1.03297 0.09751  -0.418
C 0.50070 0.36255 0.12494  0.761
C -0.50722 1.25882 0.07509  0.045
H 2.31912 -1.00558 0.76804  0.254
H 3.68801 -0.29325 -0.07171  0.277
H 0.76470 -1.86431 0.07085  0.364
H -0.10813 2.33443 0.09826  0.336

As for the LUMO energy: -0.762 eV. Its SMILES is NN=c1cnonc1. The calculation puts the HOMO-LUMO gap at 0.2889 hartree. The highest occupied orbital energy is -8.624 eV. As for the net charge: 0. The value obtained for the energy above the lowest of the compared OMol25 structures with the same formula, charge and spin is 149.7 kcal per mole.

---

Computed, not measured: a structure of composition C5H18B2Be2Cl10 at a distorted geometry, with wB97M-V/def2-TZVPD.

Each line ends with the Mulliken charge.
Positions of all 37 atoms, in Å:
Cl 9.32874 -10.70154 -16.03229  -0.083
Cl 14.02870 -10.04256 -13.42668  -0.058
Cl 13.15024 -15.19252 -16.50222  0.276
Cl 5.23615 -14.04501 -12.85908  -0.063
Cl 10.90293 -14.95546 -10.41475  -0.087
Cl 8.94288 -9.26758 -13.55719  -0.075
Cl 12.12859 -16.75190 -12.24973  -0.110
Cl 13.15990 -11.80335 -11.31421  -0.102
Cl 7.49421 -15.76976 -12.58121  -0.071
Cl 10.54001 -13.76471 -16.13423  0.047
C 5.74434 -15.75856 -12.87866  -0.359
C 9.34129 -9.10367 -15.29791  -0.416
C 11.92505 -16.37593 -10.50054  -0.458
C 11.87903 -14.63970 -15.33419  0.259
C 12.85967 -11.26233 -12.97778  0.673
B 7.05264 -11.94238 -11.04423  0.510
B 9.80734 -12.61365 -12.74187  1.504
Be 9.38105 -12.39676 -10.09958  0.922
Be 7.32989 -12.08069 -13.68633  0.905
H 8.54919 -8.51535 -15.76113  0.393
H 7.33687 -12.97537 -11.17222  -0.202
H 11.43908 -17.21521 -10.00301  0.361
H 9.53314 -12.41005 -13.76539  -0.508
H 12.38228 -14.02254 -14.58991  -0.026
H 5.17622 -16.29218 -12.11668  0.336
H 12.98800 -12.14565 -13.60339  -0.285
H 11.42111 -15.45711 -14.77718  0.238
H 6.93239 -11.80493 -9.98080  -0.037
H 5.45202 -16.29937 -13.77876  0.364
H 7.84789 -11.33300 -11.44483  -0.273
H 6.14199 -11.70103 -11.57026  -0.158
H 9.92308 -11.67903 -12.21526  -0.195
H 11.85282 -10.86706 -13.11244  -0.128
H 10.75278 -13.13358 -12.73350  -0.324
H 9.07651 -13.25705 -12.27692  -0.457
H 12.90412 -16.10105 -10.10814  0.339
H 10.29001 -8.58517 -15.43649  0.348

As for the LUMO energy (spin up / spin down): -13.488 / -15.447 eV. The calculation puts the HOMO-LUMO gap (spin up / spin down) at 0.1908 / 0.1043 hartree. The highest occupied orbital energy (spin up / spin down) is -18.680 / -18.284 eV. As for the multiplicity: 2. As for the net charge: +3.

---

> What is the net charge in the first record?

0